DFT (the ωB97M-V functional and the def2-TZVPD basis) results for 17 unconnected molecules or ions with the total composition C47H123F9N21O20 at a distorted geometry.

Each line ends with the Mulliken charge.
Geometry (Å):
C (-18.71207, -12.62378, 10.41214)  -1.15
O (-18.30595, -11.22763, 10.16451)  -0.41
O (-19.92342, -12.92218, 10.12723)  -0.38
C (-17.56136, -13.37099, 9.65485)  0.74
F (-17.57386, -13.25117, 8.33400)  0.05
F (-16.36016, -13.01075, 10.00408)  -0.30
F (-17.75069, -14.78049, 9.98325)  -0.30
C (-19.00787, -10.19587, 10.88501)  0.19
C (-18.48377, -8.78690, 10.57052)  -1.44
H (-19.21755, -8.04642, 10.83046)  0.43
H (-17.56538, -8.56315, 11.05624)  0.35
H (-18.37042, -8.62699, 9.50130)  0.29
H (-18.95469, -10.47622, 11.93885)  0.33
H (-20.05147, -10.24890, 10.52013)  -0.07
H (-18.46960, -12.76765, 11.53647)  0.30
C (-30.93928, -15.23132, 15.36307)  -0.11
O (-31.65489, -14.84111, 14.22103)  -0.51
O (-29.62087, -15.24404, 15.25127)  -0.89
C (-31.48676, -14.31096, 16.38947)  0.84
F (-32.90383, -14.36258, 16.49677)  -0.33
F (-30.97988, -14.57975, 17.62997)  -0.30
F (-31.23174, -12.99655, 16.18358)  -0.21
C (-31.32128, -15.91261, 13.30160)  -0.09
C (-31.90931, -15.88797, 11.84212)  -1.09
H (-31.55276, -16.74567, 11.23394)  0.29
H (-32.98306, -15.85144, 11.94311)  0.46
H (-31.72808, -15.02026, 11.32004)  0.17
H (-31.57383, -16.93616, 13.62518)  0.43
H (-30.15941, -15.89210, 13.11975)  -0.06
H (-31.39719, -16.18084, 15.62618)  0.12
C (-24.88949, -15.22012, 9.56894)  1.54
O (-23.56359, -14.87054, 9.38912)  0.83
O (-25.08839, -16.39140, 10.15499)  -1.38
C (-25.39510, -14.12323, 10.55639)  0.05
F (-26.76225, -14.27540, 10.60640)  0.43
F (-24.88398, -14.29494, 11.76308)  -0.44
F (-25.23991, -12.80989, 10.15781)  -0.39
C (-23.03567, -15.10975, 8.13685)  0.25
C (-21.97628, -14.03610, 7.74494)  -1.00
H (-21.64341, -13.40151, 8.59646)  -0.14
H (-21.16133, -14.42747, 7.26313)  0.32
H (-22.55214, -13.37464, 7.07987)  0.20
H (-23.87635, -15.13030, 7.35190)  0.12
H (-22.58767, -16.05142, 8.15974)  -0.14
H (-25.56141, -14.94390, 8.72755)  -0.75
C (-28.64390, -12.95400, 7.35706)  -1.41
C (-29.32272, -14.34948, 7.23663)  0.24
C (-28.44433, -15.29577, 6.47413)  -0.03
O (-29.27889, -16.28534, 5.91907)  -0.18
C (-28.67075, -17.02454, 4.92512)  -0.73
N (-29.53229, -14.78183, 8.66830)  0.19
H (-27.54819, -13.10471, 7.57798)  -0.02
H (-29.14552, -12.46359, 8.11371)  0.53
H (-28.62568, -12.31651, 6.44677)  0.41
H (-30.26052, -14.21509, 6.68169)  0.18
H (-27.64724, -15.57497, 7.11753)  0.34
H (-28.02579, -14.71875, 5.64226)  0.15
H (-28.20027, -17.92092, 5.29608)  0.30
H (-27.97133, -16.38344, 4.39532)  0.19
H (-29.47770, -17.22782, 4.19210)  0.22
H (-28.59551, -14.88725, 9.11990)  -0.32
H (-29.94417, -15.72022, 8.72238)  -0.04
C (-22.50751, -13.31547, 3.62492)  -1.93
C (-23.83173, -14.06097, 4.02896)  2.40
C (-25.08343, -13.37308, 3.42170)  -0.89
O (-25.11830, -12.00531, 3.67309)  -0.43
C (-25.62222, -11.75072, 5.05420)  -0.41
N (-23.81113, -15.42683, 3.60660)  -0.81
H (-22.59849, -12.21793, 3.64144)  0.39
H (-22.28037, -13.60084, 2.64203)  0.57
H (-21.62697, -13.54568, 4.22825)  0.26
H (-23.85031, -13.97386, 5.11969)  -1.10
H (-26.00591, -13.88197, 3.67322)  0.23
H (-24.98687, -13.47007, 2.30271)  0.37
H (-24.82741, -12.00317, 5.83473)  0.08
H (-26.55768, -12.30207, 5.19092)  0.27
H (-25.81872, -10.66529, 5.14063)  0.28
H (-24.60043, -15.89443, 4.08106)  0.31
H (-23.01516, -15.77647, 4.07918)  0.28
C (-27.03739, -8.94105, 9.32384)  -1.63
C (-26.96404, -9.15185, 10.84625)  2.02
C (-25.53974, -9.51746, 11.34133)  0.03
O (-24.63276, -8.42705, 11.02655)  -0.44
C (-23.52681, -8.88646, 10.23059)  -0.42
N (-27.46541, -7.88301, 11.49979)  -0.74
H (-26.69284, -7.97931, 8.98212)  0.37
H (-28.16862, -8.92242, 9.04264)  0.33
H (-26.44794, -9.69820, 8.71879)  0.18
H (-27.72325, -9.88324, 11.08781)  -0.75
H (-25.06608, -10.38429, 10.80597)  -0.27
H (-25.47753, -9.70150, 12.41586)  0.30
H (-22.82967, -8.07925, 9.82255)  0.24
H (-23.93761, -9.43515, 9.32884)  0.20
H (-22.81034, -9.53143, 10.84826)  0.16
H (-27.73766, -8.10873, 12.46245)  0.23
H (-26.81484, -7.14934, 11.37051)  0.25
C (-17.90045, -16.05093, 2.06246)  -2.01
C (-17.57225, -14.93735, 2.98511)  0.80
C (-18.02399, -13.61491, 2.38639)  -0.91
O (-17.07501, -13.11847, 1.41912)  -0.39
C (-17.45185, -11.95480, 0.78095)  -0.64
N (-18.23287, -15.09434, 4.25449)  0.08
H (-17.33976, -15.98626, 1.14328)  0.37
H (-18.95583, -16.02083, 1.88413)  0.40
H (-17.69125, -16.96029, 2.56373)  0.56
H (-16.48762, -14.93937, 3.10190)  0.27
H (-18.33488, -12.86484, 3.06469)  0.52
H (-18.92537, -13.79039, 1.77006)  0.29
H (-18.57636, -11.89405, 0.63331)  0.28
H (-16.87368, -11.80003, -0.16087)  0.26
H (-17.33207, -11.08866, 1.47628)  0.22
H (-17.85315, -14.48898, 4.98175)  -0.55
H (-18.12652, -16.02154, 4.59284)  0.27
C (-29.29505, -12.69608, 11.65080)  -0.70
C (-30.47592, -12.37930, 12.57319)  2.48
C (-30.11205, -11.29070, 13.62128)  -1.22
O (-29.64208, -10.00539, 13.00888)  -0.28
C (-30.63984, -9.26111, 12.30103)  -0.84
N (-31.65278, -12.06297, 11.76282)  -0.56
H (-28.39207, -12.82924, 12.22667)  0.46
H (-29.08340, -11.92773, 10.88114)  -0.13
H (-29.57297, -13.58362, 11.08030)  -0.06
H (-30.70270, -13.24305, 13.13066)  -1.41
H (-29.30710, -11.60054, 14.30268)  0.30
H (-30.95972, -11.09121, 14.27585)  0.54
H (-30.70350, -9.38873, 11.21031)  0.21
H (-30.34962, -8.19782, 12.47420)  0.27
H (-31.60049, -9.33211, 12.77278)  0.42
H (-32.56935, -12.34986, 12.20529)  0.32
H (-31.57039, -12.42181, 10.79859)  0.22
C (-20.05755, -19.03215, 5.27528)  -1.41
C (-21.31265, -18.17968, 5.00454)  0.53
C (-22.56530, -18.71316, 5.67969)  -0.40
O (-22.79738, -20.04889, 5.13850)  -0.38
C (-23.97004, -20.58249, 5.51799)  -0.58
N (-21.15083, -16.75693, 5.33172)  0.82
H (-19.91864, -19.17110, 6.42277)  0.17
H (-19.16025, -18.54926, 4.97065)  0.21
H (-20.02805, -20.10042, 5.04361)  0.42
H (-21.52093, -18.21558, 3.94703)  0.28
H (-23.41350, -18.16109, 5.27237)  0.22
H (-22.65979, -18.67998, 6.78415)  0.34
H (-24.11126, -21.56608, 5.01319)  0.23
H (-24.78424, -19.86757, 5.26657)  0.18
H (-24.01336, -20.64601, 6.63456)  0.28
H (-20.99969, -16.53317, 6.27738)  -0.69
H (-20.46263, -16.19302, 4.83354)  -0.12
C (-34.14029, -16.13944, 8.73494)  -1.77
C (-33.06803, -16.84999, 7.94717)  1.97
C (-33.45417, -18.16901, 7.36932)  -0.86
O (-33.96059, -19.20024, 8.22185)  -0.36
C (-32.98092, -19.72409, 9.10866)  -0.53
N (-32.61205, -16.12079, 6.79739)  -0.56
H (-33.85091, -15.43802, 9.46631)  0.33
H (-34.72805, -16.87854, 9.27568)  0.39
H (-34.92120, -15.73751, 8.11937)  0.50
H (-32.17300, -16.99870, 8.60325)  -0.64
H (-32.52897, -18.59225, 6.83715)  0.29
H (-34.30303, -17.89595, 6.70202)  0.30
H (-32.13040, -20.31272, 8.78400)  0.29
H (-33.63134, -20.33056, 9.73039)  0.32
H (-32.62296, -19.00090, 9.92954)  0.10
H (-31.68950, -16.35691, 6.51622)  0.07
H (-32.96873, -15.17840, 6.63016)  0.22
C (-26.95126, -17.07346, 14.18239)  0.35
O (-25.89569, -17.72832, 13.98950)  -0.76
N (-26.87729, -15.69627, 14.19343)  -0.28
N (-28.13242, -17.60725, 14.62883)  -0.28
H (-27.71642, -15.18659, 14.36177)  0.38
H (-26.18247, -15.27652, 13.60219)  0.09
H (-28.00861, -18.53719, 14.97192)  0.20
H (-28.90699, -16.97691, 14.94136)  0.36
C (-22.49681, -12.01049, 13.01210)  0.56
O (-21.80581, -11.09787, 13.48977)  -0.73
N (-23.74705, -12.38512, 13.55221)  -0.24
N (-22.21660, -12.72406, 11.86583)  0.51
H (-24.05152, -13.29677, 13.30699)  0.18
H (-23.84167, -12.17957, 14.56604)  0.27
H (-21.30428, -12.61448, 11.27120)  0.18
H (-22.83301, -13.50691, 11.82838)  -0.49
C (-21.07258, -16.60295, 10.09323)  0.04
O (-20.28591, -17.21426, 9.25540)  -0.60
N (-22.09281, -17.27617, 10.66765)  -0.28
N (-20.95890, -15.36041, 10.55238)  0.24
H (-22.30124, -18.21944, 10.26972)  0.35
H (-22.98725, -16.82332, 10.87105)  -0.06
H (-21.72151, -14.99481, 11.09799)  0.21
H (-20.42086, -14.62602, 10.06935)  -0.17
C (-28.28115, -17.52370, 9.74830)  0.20
O (-29.42136, -18.02677, 9.50625)  -0.85
N (-28.00348, -16.82589, 10.88793)  0.53
N (-27.23186, -17.54687, 8.79922)  0.06
H (-27.07777, -16.32982, 11.03771)  -0.31
H (-28.73403, -16.80283, 11.61673)  -0.13
H (-26.28758, -17.12054, 9.05539)  0.04
H (-27.17116, -18.28073, 8.08721)  0.20
C (-18.20712, -10.92018, 5.09334)  0.62
O (-18.87209, -10.62180, 4.08394)  -0.67
N (-18.58591, -10.63829, 6.35452)  -0.30
N (-16.92522, -11.42624, 4.93332)  -0.53
H (-19.49924, -10.42622, 6.52008)  0.19
H (-17.99970, -10.93578, 7.11382)  0.12
H (-16.62427, -12.01362, 5.71501)  0.26
H (-16.76028, -11.84877, 4.03059)  0.30
C (-15.14530, -14.22386, 6.66931)  0.41
O (-15.59003, -14.03422, 5.55402)  -0.52
N (-15.13703, -15.35700, 7.34230)  -0.20
N (-14.44872, -13.19151, 7.35426)  -0.58
H (-15.54472, -16.19962, 6.88974)  0.18
H (-14.87832, -15.49018, 8.26460)  0.15
H (-14.73629, -12.26151, 7.02913)  0.32
H (-14.43094, -13.18496, 8.38620)  0.27
C (-17.34992, -17.57343, 7.49246)  0.28
O (-16.25491, -17.73070, 6.87908)  -0.90
N (-17.81005, -18.52989, 8.33885)  -0.31
N (-18.15278, -16.46602, 7.31159)  1.64
H (-17.11917, -19.17495, 8.75949)  0.25
H (-18.70579, -18.30633, 8.80128)  0.32
H (-18.88519, -16.37920, 7.97667)  -0.17
H (-18.01265, -15.72308, 6.68004)  -0.71

Calculated values
HOMO in eV: -2.77
M in g mol⁻¹: 1473.610
Total energy in eV: -147436.78253
Multiplicity: 1
Total charge: -3
Max |F| in eV/A: 4.022
Kohn-Sham gap in eV: 7.606